1.
This record from OMol25 describes a single C16H18N4O2 molecule at a distorted geometry. The level of theory is ωB97M-V/def2-TZVPD.

ORCA input file:
```
! RIJCOSX wB97M-V def2-TZVPD def2/J DEFGRID3
* xyz 0 1
C 4.04 -1.78 -2.58
C 4.35 -2.79 -1.46
C 3.99 -2.10 -0.14
N 3.16 -0.96 -0.54
C 2.75 -0.03 0.35
C 2.10 1.11 0.01
C 1.86 2.15 1.09
C 0.60 3.02 0.77
C -0.48 3.16 1.67
C -1.53 4.08 1.35
C -1.56 4.69 0.11
C -0.58 4.43 -0.84
C 0.46 3.51 -0.53
C 3.19 -0.66 -1.97
H 4.95 -1.33 -2.96
H 3.55 -2.23 -3.44
H 3.76 -3.70 -1.56
H 5.40 -3.08 -1.45
H 3.39 -2.74 0.53
H 4.89 -1.71 0.40
H 2.88 -0.24 1.41
H 1.65 1.16 -0.99
H 1.71 1.62 2.06
H -0.53 2.66 2.62
H -2.30 4.31 2.10
H -2.33 5.46 -0.11
H -0.56 4.94 -1.80
H 1.16 3.26 -1.32
H 3.63 0.34 -2.15
H 2.16 -0.65 -2.36
N 3.13 2.91 1.57
C 3.47 3.47 2.79
N 4.64 4.12 2.78
C 5.08 3.94 1.49
N 6.34 4.56 1.21
O 6.86 4.44 0.07
O 6.88 5.19 2.14
C 4.17 3.19 0.75
H 2.87 3.44 3.72
H 4.26 2.92 -0.27
*
```

DFT total energy = -26935.0155 eV
SMILES string = O=[N+]([O-])c1cn([C@H](/C=C/N2CCCC2)c2ccccc2)cn1
ΔE to the lowest compared entry with this formula, charge and spin = 606.0 kJ/mol
M = 298.346 g mol⁻¹
HOMO = -8.25 eV
Kohn-Sham gap = 8.4 eV


2.
This record from OMol25 describes a molecular structure, C25H41Cl3MoO2P2 at a distorted geometry. The level of theory is ωB97M-V/def2-TZVPD.

ORCA input file:
```
! RIJCOSX wB97M-V def2-TZVPD def2/J DEFGRID3
* xyz 2 3
Mo 0.21 -1.18 -2.17
C -0.70 -2.54 -0.64
C 0.63 -2.97 -1.03
C 0.81 -0.95 0.12
C -0.56 -1.33 0.11
C 1.56 -1.97 -0.56
C -1.92 -3.41 -0.59
H -1.80 -4.29 -1.22
H -2.81 -2.88 -0.94
H -2.12 -3.74 0.45
C -1.71 -0.66 0.82
H -2.69 -0.83 0.34
H -1.57 0.42 0.86
H -1.74 -1.03 1.86
C 1.36 0.20 0.90
H 1.56 -0.13 1.95
H 0.66 1.04 0.98
H 2.31 0.54 0.44
C 3.03 -2.19 -0.39
H 3.20 -2.80 0.51
H 3.56 -1.24 -0.29
H 3.44 -2.72 -1.26
C 0.98 -4.39 -1.25
H 1.16 -4.88 -0.28
H 1.88 -4.51 -1.83
H 0.19 -4.94 -1.74
C -1.67 1.03 -5.27
C -1.98 -0.27 -5.30
C -1.21 -1.42 -5.85
C 0.31 -1.21 -5.81
C 0.76 -0.59 -4.52
C 1.05 0.74 -4.53
C 0.69 1.82 -5.50
C -0.69 1.73 -6.16
H -1.49 -1.70 -6.87
H 0.61 -0.57 -6.65
H -1.50 -2.27 -5.22
H -0.55 1.22 -7.12
H -2.26 1.77 -4.70
H -3.03 -0.55 -5.12
H -1.04 2.75 -6.41
H 0.74 2.77 -4.96
H 1.89 1.08 -3.94
H 1.45 1.90 -6.29
H 0.83 -2.16 -6.00
H 1.26 -1.38 -3.82
P -1.72 2.06 -1.35
C -3.40 2.72 -1.60
C -2.17 0.41 -1.99
P 1.51 1.77 -1.32
C -0.10 2.42 -2.15
C 3.16 1.39 -2.12
C 2.22 3.27 -0.53
H -3.75 3.56 -0.99
H -4.12 1.90 -1.46
H -3.40 2.96 -2.66
H -2.04 0.54 -3.07
H -3.22 0.17 -1.83
H -1.67 -0.56 -1.67
H 2.84 3.79 -1.27
H 2.90 2.90 0.26
H 1.55 4.01 -0.10
H -0.08 3.50 -2.29
H -0.12 1.93 -3.13
H 3.81 0.77 -1.48
H 3.69 2.35 -2.29
H 3.16 0.92 -3.11
Cl -0.22 5.68 2.15
C -1.35 4.33 1.91
Cl -1.05 3.01 3.04
Cl -3.05 4.84 1.86
C -1.18 3.80 0.45
O -0.92 4.53 -0.47
O -1.51 2.45 0.28
*
```

DFT total energy = -88664.5728 eV
ΔE to the lowest compared entry with this formula, charge and spin = 58.9 kJ/mol
M = 637.848 g mol⁻¹
HOMO (spin up / spin down) = -13.24 / -13.14 eV
Kohn-Sham gap (spin up / spin down) = 7.0 / 6.7 eV


3.
This record from OMol25 describes 24 unconnected molecules or ions with the total composition C32H18Cl92F3IN3O2S at a distorted geometry. The level of theory is ωB97M-V/def2-TZVPD.

ORCA input file:
```
! RIJCOSX wB97M-V def2-TZVPD def2/J DEFGRID3
* xyz 1 1
C 5.19 6.44 1.25
C 4.30 7.27 0.30
C 3.33 8.24 1.00
N 1.92 8.12 0.55
C 1.05 7.40 1.42
I 0.76 8.45 3.36
C 1.52 5.97 1.73
C 0.84 4.88 0.91
N -0.68 4.94 1.02
C -1.16 6.28 1.49
S -2.95 6.22 1.27
O -3.19 5.70 -0.06
O -3.47 5.54 2.42
C -3.57 7.98 1.33
F -4.81 7.90 1.71
F -3.49 8.53 0.15
F -2.86 8.66 2.20
C -0.38 7.37 0.78
N -0.37 7.12 -0.66
H 6.23 6.40 0.90
H 4.82 5.41 1.36
H 5.22 6.88 2.25
H 4.97 7.86 -0.34
H 3.74 6.61 -0.37
H 3.41 8.15 2.09
H 3.64 9.26 0.76
H 1.56 9.07 0.50
H 1.33 5.76 2.78
H 2.59 5.84 1.59
H 1.15 3.88 1.24
H 1.08 4.96 -0.15
H -1.08 4.78 0.08
H -1.06 4.20 1.62
H -1.00 6.35 2.57
H -0.86 8.33 1.03
H -1.31 6.86 -0.97
H -0.18 7.99 -1.16
C -6.59 3.27 0.96
Cl -6.40 2.66 2.60
Cl -5.33 2.58 -0.08
Cl -8.18 2.83 0.35
Cl -6.43 5.04 0.96
C 3.97 2.60 -1.19
Cl 3.89 2.04 0.48
Cl 3.24 1.43 -2.27
Cl 3.06 4.13 -1.29
Cl 5.65 2.88 -1.64
C 1.60 1.95 -5.83
Cl 1.89 0.40 -5.01
Cl 1.10 3.15 -4.62
Cl 3.08 2.51 -6.60
Cl 0.33 1.74 -7.01
C 0.00 3.69 5.52
Cl 0.56 5.04 6.49
Cl 1.27 3.18 4.39
Cl -0.43 2.34 6.54
Cl -1.45 4.19 4.60
C 4.47 -1.83 -7.87
Cl 2.97 -0.88 -7.86
Cl 5.44 -1.36 -9.27
Cl 5.36 -1.46 -6.38
Cl 4.08 -3.54 -7.94
C 1.88 -1.56 1.90
Cl 1.96 -3.30 1.69
Cl 1.65 -0.77 0.33
Cl 0.52 -1.15 2.96
Cl 3.38 -0.98 2.63
C -3.69 1.27 -7.49
Cl -2.69 0.23 -6.47
Cl -2.71 1.90 -8.82
Cl -5.04 0.35 -8.14
Cl -4.29 2.62 -6.52
C 0.90 -6.70 3.66
Cl 1.02 -5.20 4.58
Cl 2.52 -7.24 3.20
Cl 0.11 -7.94 4.62
Cl -0.04 -6.41 2.19
C -9.72 3.20 -3.94
Cl -8.77 2.80 -5.37
Cl -11.03 4.29 -4.39
Cl -10.39 1.72 -3.25
Cl -8.68 3.98 -2.74
C -2.29 -11.32 4.05
Cl -1.30 -12.26 5.17
Cl -1.29 -10.76 2.71
Cl -3.60 -12.33 3.42
Cl -2.98 -9.93 4.90
C 8.31 -5.08 -7.47
Cl 9.20 -5.93 -8.73
Cl 7.41 -3.74 -8.18
Cl 7.18 -6.19 -6.69
Cl 9.45 -4.46 -6.26
C 8.31 1.57 -9.92
Cl 8.34 -0.18 -10.14
Cl 8.07 2.36 -11.47
Cl 6.97 2.00 -8.83
Cl 9.83 2.11 -9.20
C 7.81 -9.66 -3.72
Cl 7.89 -9.91 -1.98
Cl 8.89 -10.81 -4.52
Cl 6.16 -9.93 -4.28
Cl 8.30 -8.02 -4.12
C 2.80 -8.39 8.33
Cl 2.84 -10.13 8.04
Cl 2.69 -7.53 6.80
Cl 1.37 -8.00 9.31
Cl 4.26 -7.91 9.18
C 3.33 6.37 9.33
Cl 3.79 4.97 8.36
Cl 2.99 5.86 10.98
Cl 4.64 7.54 9.33
Cl 1.88 7.11 8.63
C 9.25 -13.52 0.75
Cl 9.23 -15.28 0.56
Cl 9.05 -12.77 -0.84
Cl 7.91 -13.04 1.80
Cl 10.77 -13.00 1.46
C 12.77 -16.63 3.79
Cl 13.40 -15.07 4.34
Cl 14.04 -17.52 2.94
Cl 12.23 -17.57 5.19
Cl 11.41 -16.35 2.70
C 3.09 -8.81 13.82
Cl 3.15 -7.35 14.81
Cl 4.73 -9.42 13.57
Cl 2.13 -10.04 14.65
Cl 2.36 -8.44 12.26
C -11.63 -1.67 -5.78
Cl -10.92 -3.11 -6.50
Cl -11.87 -1.95 -4.04
Cl -10.56 -0.29 -6.00
Cl -13.20 -1.34 -6.53
C -12.43 -7.49 -7.08
Cl -12.88 -5.80 -6.83
Cl -10.80 -7.56 -7.76
Cl -12.46 -8.34 -5.53
Cl -13.57 -8.24 -8.19
C -10.26 0.68 3.05
Cl -11.20 -0.34 4.14
Cl -8.71 -0.10 2.70
Cl -11.15 0.91 1.54
Cl -9.97 2.25 3.80
C -3.91 11.26 4.57
Cl -4.48 9.59 4.66
Cl -4.76 12.10 3.27
Cl -4.21 12.08 6.10
Cl -2.17 11.26 4.23
C -13.06 6.40 -7.34
Cl -12.34 4.94 -8.00
Cl -13.34 6.19 -5.61
Cl -11.97 7.77 -7.60
Cl -14.60 6.72 -8.14
*
```

DFT total energy = -1221178.2627 eV
M = 3954.156 g mol⁻¹
HOMO = -11.89 eV
Kohn-Sham gap = 9.3 eV


Question: Which of these has the highest M?
Answer: C32H18Cl92F3IN3O2S